1.
The following is a quantum chemistry calculation of one molecule with the formula C3H2O3, from the OMol25 dataset.

Properties
- ΔE to the lowest compared entry with this formula, charge and spin (eV) = 1.553
- SMILES = O=CC(=O)C=O
- HOMO level (eV) = -10.07
- orbital gap (hartree) = 0.3254
- LUMO energy (eV) = -1.2162

ORCA input file:
```
! RIJCOSX wB97M-V def2-TZVPD def2/J DEFGRID3
* xyz 0 1
O -1.737 -0.273 1.093
C -0.898 0.540 0.803
C -0.053 0.355 -0.457
O -0.170 1.088 -1.410
C 0.947 -0.799 -0.474
O 1.223 -1.406 0.528
H -0.734 1.472 1.376
H 1.422 -0.976 -1.458
*
```


2.
The following is a quantum chemistry calculation of a 2-piece molecular cluster, C4H13N3O overall in a non-equilibrium geometry, from the OMol25 dataset.

Properties
- ΔE to the lowest compared entry with this formula, charge and spin (eV) = 3.600
- HOMO level (alpha / beta) (eV) = -13.20 / -13.18
- orbital gap (alpha / beta) (hartree) = 0.3559 / 0.1678
- LUMO energy (alpha / beta) (eV) = -3.5107 / -8.6109
- ⟨S²⟩ = 0.780

ORCA input file:
```
! RIJCOSX wB97M-V def2-TZVPD def2/J DEFGRID3
* xyz 1 2
C -0.651 -1.319 0.056
C -0.040 0.036 -0.341
C 0.843 0.743 0.677
N 3.739 -0.116 0.638
C 3.278 0.824 -0.037
N 1.987 1.332 0.024
N 0.399 -2.406 0.188
H -1.206 -1.474 1.072
H -1.472 -1.557 -0.643
H -0.859 0.622 -0.532
H 0.576 -0.054 -1.354
H 0.236 1.342 1.392
H 1.228 0.032 1.330
H 3.183 -0.603 1.306
H 3.923 1.551 -0.730
H 1.629 2.166 -0.536
H 0.712 -2.652 -0.790
H 1.217 -2.153 0.524
H -6.014 1.669 -1.375
H -6.829 1.008 -0.197
O -5.876 1.009 -0.673
*
```


3.
The following is a quantum chemistry calculation of C29H20AlBrCl2N4O3 as an isolated structure in a non-equilibrium geometry, from the OMol25 dataset.

Properties
- ΔE to the lowest compared entry with this formula, charge and spin (eV) = 0.534
- HOMO level (eV) = -5.92
- orbital gap (hartree) = 0.1675
- LUMO energy (eV) = -1.3615

ORCA input file:
```
! RIJCOSX wB97M-V def2-TZVPD def2/J DEFGRID3
* xyz 0 1
Al 0.460 -0.214 0.021
C -0.230 -3.417 0.459
O -0.731 -2.102 0.190
C -2.056 -1.838 0.227
C -3.095 -2.689 0.484
C -4.392 -2.146 0.532
Br -5.844 -3.309 0.873
C -4.631 -0.810 0.357
C -3.551 0.060 0.096
C -2.277 -0.462 0.003
O -1.211 0.262 -0.231
C -3.702 1.492 -0.038
N -2.707 2.357 -0.194
C -3.207 3.657 -0.257
C -2.574 4.881 -0.414
C -3.393 5.993 -0.442
C -4.787 5.883 -0.318
C -5.410 4.662 -0.158
C -4.584 3.548 -0.127
N -4.846 2.182 0.008
H -0.580 -4.115 -0.301
H -0.542 -3.743 1.451
H 0.852 -3.323 0.419
H -2.938 -3.744 0.659
H -5.646 -0.439 0.434
H -1.739 2.049 -0.279
H -1.497 4.949 -0.507
H -2.949 6.971 -0.566
H -5.391 6.780 -0.350
H -6.486 4.583 -0.066
H -5.756 1.766 0.115
Cl 3.710 2.899 -1.398
C 3.674 1.552 -0.289
C 4.940 1.018 0.191
C 4.965 0.032 1.097
Cl 6.507 -0.538 1.693
C 3.758 -0.551 1.652
C 3.667 -1.199 2.837
C 2.404 -1.462 3.454
C 1.284 -0.916 2.895
N 1.275 -0.249 1.732
C 2.496 -0.294 0.891
C 2.509 1.010 0.080
O 1.273 1.344 -0.359
H 5.862 1.438 -0.186
H 4.579 -1.444 3.370
H 2.345 -1.960 4.412
H 0.329 -0.967 3.415
N 1.972 -1.287 -0.163
C 2.683 -1.837 -1.218
C 3.981 -2.354 -1.089
C 4.616 -2.949 -2.169
C 3.987 -3.074 -3.403
C 2.697 -2.582 -3.545
C 2.062 -1.969 -2.476
H 4.489 -2.295 -0.135
H 5.623 -3.330 -2.039
H 4.496 -3.541 -4.237
H 2.189 -2.659 -4.500
H 1.062 -1.559 -2.593
*
```


4.
The following is a quantum chemistry calculation of a 2-piece molecular cluster, C6H10 overall, from the OMol25 dataset.

Properties
- ΔE to the lowest compared entry with this formula, charge and spin (eV) = 3.838
- SMILES = C1=CC1.C=CC
- HOMO level (eV) = -8.89
- orbital gap (hartree) = 0.3704
- LUMO energy (eV) = 1.1875

ORCA input file:
```
! RIJCOSX wB97M-V def2-TZVPD def2/J DEFGRID3
* xyz 0 1
C 1.612 0.811 -0.502
C 2.007 -0.202 0.525
C 0.998 0.894 0.632
C -1.069 -0.545 0.259
C -2.081 0.168 0.739
C -0.796 -0.579 -1.209
H 0.264 -0.463 -1.461
H 1.887 1.303 -1.417
H 1.713 -1.260 0.448
H 2.956 -0.053 1.040
H 0.431 1.501 1.308
H -0.554 -1.268 0.893
H -2.505 -0.020 1.718
H -2.545 0.934 0.121
H -1.165 -1.541 -1.576
H -1.350 0.225 -1.706
*
```


5.
The following is a quantum chemistry calculation of one molecule with the formula C5H4O2S in a non-equilibrium geometry, from the OMol25 dataset.

Properties
- ΔE to the lowest compared entry with this formula, charge and spin (eV) = 1.094
- HOMO level (alpha / beta) (eV) = -7.45 / -9.84
- orbital gap (alpha / beta) (hartree) = 0.2892 / 0.2812
- LUMO energy (alpha / beta) (eV) = 0.4146 / -2.1884
- ⟨S²⟩ = 2.019

ORCA input file:
```
! RIJCOSX wB97M-V def2-TZVPD def2/J DEFGRID3
* xyz 0 3
C -2.870 -0.244 0.842
C -1.341 1.830 0.356
C -1.650 0.657 1.127
C -3.459 -0.320 -0.314
C 1.173 0.603 -0.487
O -1.057 0.450 2.210
O -3.973 -0.388 -1.359
S -0.037 2.057 -0.607
H -2.992 -0.864 1.691
H 1.463 0.201 -1.572
H 0.595 -0.047 0.148
H 2.055 0.867 0.037
*
```


6.
The following is a quantum chemistry calculation of one molecule with the formula C4H8ClN in a non-equilibrium geometry, from the OMol25 dataset.

Properties
- ΔE to the lowest compared entry with this formula, charge and spin (eV) = 0.443
- SMILES = C/C(=C\Cl)CN
- HOMO level (eV) = -8.82
- orbital gap (hartree) = 0.3568
- LUMO energy (eV) = 0.8882

ORCA input file:
```
! RIJCOSX wB97M-V def2-TZVPD def2/J DEFGRID3
* xyz 0 1
C -0.837 1.632 -0.006
C -0.346 0.176 0.015
C 1.101 -0.122 -0.135
C -1.233 -0.822 -0.125
H -0.053 2.396 0.008
H -1.323 1.708 0.969
H -1.561 1.890 -0.779
H 1.614 0.497 0.648
H 1.459 0.270 -1.043
H 2.255 -1.792 -0.369
H 1.431 -1.628 1.049
H -0.871 -1.842 -0.218
N 1.329 -1.542 0.002
Cl -2.965 -0.821 -0.018
*
```


7.
The following is a quantum chemistry calculation of C7H13N2 as an isolated structure in a non-equilibrium geometry, from the OMol25 dataset.

Properties
- ΔE to the lowest compared entry with this formula, charge and spin (eV) = 3.753
- HOMO level (eV) = -13.30
- orbital gap (hartree) = 0.3625
- LUMO energy (eV) = -3.4346

ORCA input file:
```
! RIJCOSX wB97M-V def2-TZVPD def2/J DEFGRID3
* xyz 1 1
C 1.807 0.852 -0.582
C 1.013 1.587 0.154
C -0.658 -0.285 0.943
C 2.058 -0.634 -0.626
C -0.310 1.178 0.756
C -1.754 -0.059 0.064
C -2.756 -0.813 -0.649
N 1.752 -1.353 0.629
N -1.465 1.167 -0.209
H 2.673 1.435 -1.181
H 1.092 2.720 0.117
H 0.199 -0.893 0.634
H -0.970 -0.747 1.947
H 1.399 -1.142 -1.280
H -0.610 1.948 1.576
H -3.668 -0.319 -0.180
H -2.623 -1.866 -0.295
H -2.546 -0.573 -1.733
H 1.828 -2.344 0.587
H 2.363 -0.904 1.310
H -1.833 1.738 -0.929
H 3.011 -0.693 -1.054
*
```


8.
The following is a quantum chemistry calculation of an isolated ion of composition C4H7N2O and charge +1 in a non-equilibrium geometry, from the OMol25 dataset.

Properties
- ΔE to the lowest compared entry with this formula, charge and spin (eV) = 1.469
- SMILES = [H]/N=C1\CC(=O)C[NH2+]1
- HOMO level (eV) = -14.84
- orbital gap (hartree) = 0.3942
- LUMO energy (eV) = -4.1152

ORCA input file:
```
! RIJCOSX wB97M-V def2-TZVPD def2/J DEFGRID3
* xyz 1 1
C -1.483 -0.189 0.038
C -0.777 1.163 0.237
C -0.426 -1.248 -0.149
C 0.986 -0.505 0.003
N 2.225 -0.603 0.227
N 0.604 0.952 -0.224
O -2.656 -0.356 0.045
H -1.286 1.962 -0.305
H -0.802 1.396 1.305
H -0.490 -1.700 -1.140
H -0.522 -2.053 0.580
H 2.653 -1.507 0.388
H 0.671 1.135 -1.235
H 1.305 1.553 0.232
*
```